Density functional theory data (ωB97M-V/def2-TZVPD) for a cluster of 5 separate species, C16H42N3O6 in total in a non-equilibrium geometry.

XYZ file:
```
67
Properties=species:S:1:pos:R:3:forces:R:3:mulliken_charge:R:1
C 3.799 2.005 -0.633 0.06 -0.13 0.42 -1.12
C 2.504 2.452 -0.036 -0.08 -0.17 0.22 0.75
O 1.674 1.693 0.427 0.10 0.23 -0.24 -0.55
O 2.334 3.788 -0.087 -0.02 -0.60 -0.34 -0.38
C 0.959 4.190 -0.092 -0.15 0.53 -0.09 -0.39
C 0.295 3.828 -1.404 -0.30 -0.14 -0.14 -0.63
C -1.193 4.213 -1.441 0.32 -0.43 -0.28 -0.95
C -2.130 3.152 -0.824 -0.12 0.46 0.56 -0.31
C -1.484 2.320 0.270 -0.69 -0.45 -0.25 -0.12
N -2.289 1.070 0.579 -0.21 -0.91 0.14 -0.26
C -1.429 -0.003 0.403 -0.15 -0.19 0.61 -0.06
N -0.686 -0.522 1.441 -0.05 1.80 -0.67 -0.21
N -1.305 -0.510 -0.799 0.80 0.10 -0.28 0.12
H 3.991 0.982 -0.331 0.02 -0.09 0.05 0.30
H 4.611 2.643 -0.298 0.10 0.14 -0.12 0.36
H 3.729 2.035 -1.717 -0.01 0.18 -0.12 0.29
H 0.441 3.768 0.759 0.06 -0.08 0.17 0.29
H 0.955 5.271 0.016 0.19 0.09 0.09 0.45
H 0.385 2.754 -1.576 0.06 -0.08 -0.09 0.23
H 0.816 4.298 -2.234 0.14 0.22 0.05 0.45
H -1.453 4.319 -2.491 -0.19 0.10 -0.06 0.39
H -1.333 5.197 -1.000 -0.05 0.05 0.21 0.37
H -2.557 2.498 -1.579 0.25 -0.19 -0.17 0.02
H -2.981 3.651 -0.359 -0.20 0.06 -0.16 0.37
H -1.414 2.863 1.208 0.10 0.11 0.09 0.49
H -0.491 1.984 0.001 0.15 0.15 0.04 -0.02
H -2.653 1.082 1.523 0.03 0.14 0.08 0.38
H 0.310 -0.417 1.219 0.06 -0.88 -0.06 0.27
H -0.843 0.063 2.262 0.10 -0.27 0.40 0.17
H -2.041 -0.535 -1.488 -0.08 0.96 -0.18 0.26
H -0.387 -0.835 -1.076 0.05 -0.77 0.10 0.03
C -5.471 1.285 -2.582 0.12 -0.03 0.05 -0.67
C -4.853 0.402 -3.648 -0.09 0.04 0.12 -0.38
O -3.739 -0.346 -3.141 0.21 0.01 0.27 -0.54
H -4.729 1.978 -2.183 -0.03 0.02 -0.04 0.00
H -6.304 1.859 -2.986 -0.02 -0.01 0.00 0.37
H -5.842 0.683 -1.748 -0.06 0.00 -0.03 0.32
H -4.468 1.001 -4.470 0.07 -0.04 -0.03 0.29
H -5.596 -0.292 -4.050 0.00 0.03 -0.07 0.32
H -4.080 -0.901 -2.433 -0.18 -0.12 -0.09 0.28
C 1.113 -3.902 0.437 -0.01 0.06 0.01 -0.87
C 1.226 -3.279 -0.941 0.26 -0.06 0.28 -0.29
O 1.722 -1.935 -0.862 -0.42 0.02 -0.05 -0.53
H 0.444 -3.314 1.068 -0.05 -0.02 -0.02 0.16
H 0.730 -4.920 0.377 0.01 -0.01 0.00 0.38
H 2.088 -3.928 0.928 0.01 -0.05 -0.02 0.24
H 0.247 -3.244 -1.421 0.03 0.14 -0.08 0.38
H 1.891 -3.867 -1.577 -0.10 -0.06 -0.05 0.29
H 2.592 -1.974 -0.446 0.05 0.09 0.02 0.27
C -2.595 -1.416 5.470 -0.01 0.10 -0.11 -1.07
C -1.164 -1.085 5.096 -0.13 0.04 0.14 -0.16
O -1.075 0.152 4.373 -0.04 -0.04 -0.28 -0.52
H -3.219 -1.482 4.578 0.01 -0.06 -0.01 0.26
H -2.648 -2.365 6.003 0.01 0.00 0.02 0.34
H -3.017 -0.639 6.111 0.02 -0.04 0.06 0.33
H -0.750 -1.851 4.442 0.05 0.05 -0.05 0.27
H -0.537 -1.022 5.988 0.04 -0.06 -0.02 0.28
H -1.421 0.848 4.938 0.03 0.07 0.05 0.27
C 6.040 -4.598 -1.254 0.05 0.06 0.08 -1.29
C 4.855 -3.884 -0.635 0.11 0.16 -0.21 0.14
O 5.238 -2.688 0.046 -0.28 -0.03 0.11 -0.54
H 6.770 -4.852 -0.486 -0.02 -0.04 0.02 0.32
H 5.728 -5.513 -1.757 -0.01 0.01 -0.01 0.36
H 6.539 -3.957 -1.984 -0.04 -0.03 -0.06 0.35
H 4.368 -4.518 0.104 0.00 0.05 0.06 0.23
H 4.119 -3.624 -1.406 -0.01 -0.19 -0.04 0.10
H 5.666 -2.111 -0.594 0.12 0.01 -0.01 0.31
```
Forces are in eV/Å.

For the HOMO energy, the calculation gives -12.603 eV. The value obtained for the LUMO energy is -0.101 hartree. As for the charge: +1. The spin multiplicity is 1. For the gap between HOMO and LUMO, the calculation gives 9.85 eV.

=====

Density functional theory data (ωB97M-V/def2-TZVPD) for an isolated molecule of C5H9NO in a non-equilibrium geometry.

XYZ file:
```
16
Properties=species:S:1:pos:R:3:forces:R:3:mulliken_charge:R:1
O 0.342 3.116 -1.850 -0.61 -2.71 0.37 -0.52
C 0.007 1.962 -1.540 -3.11 3.33 -3.39 -0.01
C 0.531 1.205 -0.517 1.42 -0.97 5.93 -0.15
C 0.430 -0.295 -0.505 2.12 -1.18 1.27 -0.56
C 0.481 -1.025 0.842 -0.28 -3.06 1.79 -0.49
C -0.672 -1.689 1.219 0.99 0.54 -0.17 -0.01
N -0.884 -2.819 2.038 1.46 -0.02 2.02 -0.47
H -0.965 1.448 -1.978 1.40 1.02 0.02 0.19
H 1.474 1.726 -0.132 -1.12 -1.17 -0.22 0.27
H -0.266 1.115 0.353 1.10 2.17 -1.20 0.21
H -0.558 -0.557 -0.782 -0.61 -0.31 -1.58 0.31
H 1.280 -0.784 -0.965 -0.36 -0.21 -1.30 0.33
H 1.442 -1.544 1.247 -1.41 1.49 -0.85 0.19
H -1.565 -1.267 0.754 -0.23 -0.60 0.07 0.23
H -1.801 -3.274 2.134 0.75 0.97 -0.26 0.22
H -0.253 -3.011 2.904 -1.51 0.69 -2.50 0.23
```
Forces are in eV/Å.

For the HOMO energy, the calculation gives -8.371 eV. For the relative energy (zero: lowest compared OMol25 entry of this formula, charge and spin), the calculation gives 365.3 kJ/mol. As for the SMILES: N/C=C/CCC=O. The value obtained for the LUMO energy is 0.030 hartree. The spin multiplicity is 1. For the gap between HOMO and LUMO, the calculation gives 9.19 eV.

=====

Density functional theory data (ωB97M-V/def2-TZVPD) for an isolated molecule of C2H6N4 in a non-equilibrium geometry.

XYZ file:
```
12
Properties=species:S:1:pos:R:3:forces:R:3:mulliken_charge:R:1
C -0.389 -0.051 -0.388 0.15 2.30 0.35 0.24
C 0.726 0.034 0.650 -1.49 1.13 0.10 -1.35
N -2.583 0.622 0.266 1.11 1.60 -0.10 -0.22
N -2.580 -0.586 0.248 -0.50 -1.80 -0.08 -0.24
N -1.375 1.106 -0.182 0.29 -1.91 -1.48 -0.10
N -1.350 -1.124 -0.251 -0.17 -0.88 0.97 -0.20
H 0.150 -0.010 -1.378 -1.26 -0.06 0.49 0.21
H 0.260 -0.182 1.619 0.43 1.03 0.24 0.34
H 1.412 0.901 0.478 -1.05 -0.30 0.71 0.34
H 1.331 -0.768 0.499 2.00 -2.62 -0.58 0.41
H -1.114 2.011 0.113 0.24 0.73 0.44 0.25
H -1.146 -1.865 0.455 0.26 0.76 -1.05 0.32
```
Forces are in eV/Å.

For the HOMO energy, the calculation gives -8.697 eV. For the relative energy (zero: lowest compared OMol25 entry of this formula, charge and spin), the calculation gives 287.0 kJ/mol. As for the SMILES: CC1NN=NN1. The value obtained for the LUMO energy is 0.034 hartree. The spin multiplicity is 1. For the gap between HOMO and LUMO, the calculation gives 9.63 eV.

=====

Density functional theory data (ωB97M-V/def2-TZVPD) for a structure of composition C18H41N2P3S2Tl in a non-equilibrium geometry.

XYZ file:
```
67
Properties=species:S:1:pos:R:3:forces:R:3:mulliken_charge:R:1
Tl 0.016 0.583 1.086 -0.46 -0.01 2.13 0.91
P -1.834 2.518 1.401 -0.34 0.78 -0.51 0.50
P -1.916 -1.285 2.230 -0.50 -1.46 -0.26 0.54
P 1.989 1.574 -0.295 0.59 0.28 -0.65 0.77
H -0.599 -3.628 -1.434 0.06 -0.17 -0.26 0.34
C 0.451 -3.395 -1.571 0.62 0.35 0.82 -0.37
C 1.365 -3.728 -0.647 -0.78 0.75 -0.35 -0.66
H 1.067 -4.245 0.263 0.33 -0.14 -0.19 0.32
C -2.876 2.463 -0.091 0.18 -0.30 -0.01 -1.07
C -3.008 2.555 2.795 0.32 -0.54 0.27 -0.98
C -1.061 4.170 1.368 0.35 -0.18 0.16 -1.09
C -1.476 -3.064 2.203 0.64 -0.08 -0.16 -0.94
C -2.579 -1.166 3.937 0.40 0.81 0.25 -1.10
C -3.479 -1.362 1.272 0.25 0.60 -0.43 -1.25
C 3.147 0.283 -0.789 0.01 -0.71 0.30 -1.08
C 2.937 2.952 0.427 -0.43 -0.10 1.04 -1.08
C 0.993 2.330 -1.597 -0.54 -0.18 -0.29 -1.17
H 0.760 -2.803 -2.429 -0.20 -0.31 -0.09 0.16
H 2.392 -3.393 -0.771 -0.03 -0.41 0.12 0.29
H -3.556 3.322 -0.106 0.09 -0.18 -0.04 0.43
H -3.449 1.525 -0.097 0.05 0.31 -0.07 0.29
H -2.230 2.478 -0.980 -0.27 0.08 0.14 0.34
H -3.542 3.520 2.803 0.21 -0.37 -0.04 0.49
H -2.454 2.413 3.738 -0.32 0.19 -0.28 0.25
H -3.726 1.726 2.686 0.17 0.37 0.06 0.33
H -1.834 4.951 1.460 0.30 -0.27 -0.05 0.47
H -0.510 4.299 0.423 -0.26 0.07 0.32 0.32
H -0.342 4.245 2.200 -0.31 0.14 -0.26 0.35
H -2.415 -3.639 2.249 0.29 0.25 0.02 0.44
H -0.867 -3.317 3.086 -0.14 0.09 -0.43 0.40
H -0.934 -3.340 1.282 -0.20 0.11 0.41 0.10
H -3.427 -1.858 4.012 0.17 0.07 -0.22 0.48
H -2.941 -0.150 4.139 0.05 -0.26 0.07 0.28
H -1.822 -1.443 4.684 -0.25 0.16 -0.38 0.33
H -4.129 -2.106 1.755 0.21 0.25 -0.09 0.49
H -3.275 -1.685 0.239 -0.12 0.17 0.31 0.39
H -3.981 -0.384 1.269 0.02 -0.37 -0.09 0.31
H 3.783 0.568 -1.634 -0.26 0.25 0.12 0.46
H 2.608 -0.635 -1.075 0.15 0.38 0.03 0.27
H 3.800 0.042 0.067 -0.27 0.23 -0.10 0.42
H 3.630 3.405 -0.306 -0.38 -0.43 0.00 0.46
H 3.520 2.576 1.287 -0.21 0.28 -0.35 0.41
H 2.230 3.730 0.777 0.44 -0.34 -0.14 0.30
H 1.603 2.849 -2.341 0.15 -0.07 0.13 0.54
H 0.290 3.057 -1.156 0.37 -0.24 -0.04 0.16
H 0.412 1.571 -2.138 0.13 0.15 0.09 0.27
C 1.994 -1.018 -5.172 0.13 -0.24 -1.74 0.29
C 1.424 -0.465 -6.336 -0.01 -0.29 0.09 -0.38
C 1.415 -1.187 -7.530 0.14 0.00 0.13 -0.50
C 2.006 -2.459 -7.578 -0.11 0.59 0.09 -0.43
C 2.688 -2.947 -6.456 -0.10 0.04 -0.45 -0.48
C 2.704 -2.231 -5.261 -0.39 0.44 0.08 -0.36
S 1.788 -0.088 -3.700 -1.51 -0.98 0.83 -0.16
H 0.569 -0.734 -3.283 1.53 0.95 -0.43 0.10
H 0.978 0.533 -6.309 0.08 -0.40 0.08 0.34
H 0.961 -0.717 -8.412 0.21 -0.43 0.35 0.36
H 1.958 -3.027 -8.511 0.15 0.12 0.41 0.39
H 3.226 -3.889 -6.563 -0.13 0.23 0.27 0.38
H 3.267 -2.586 -4.404 -0.14 -0.10 -0.05 0.40
N 0.288 -0.991 5.544 0.97 1.22 -0.18 -0.44
C 0.515 0.304 5.114 -1.75 -0.93 1.11 0.31
N -0.176 1.261 5.748 0.34 0.24 -0.53 -0.31
S 1.509 0.677 3.797 -0.05 0.00 -1.19 -0.26
H 0.118 -1.147 6.538 -0.10 0.07 -0.30 0.27
H 0.893 -1.685 5.124 0.08 0.08 0.12 0.25
H -0.092 2.219 5.408 0.16 -0.53 0.40 0.21
H -0.762 1.100 6.561 0.21 -0.10 -0.11 0.24
```
Forces are in eV/Å.

For the HOMO energy, the calculation gives -14.984 eV. For the relative energy (zero: lowest compared OMol25 entry of this formula, charge and spin), the calculation gives 32.0 kJ/mol. The value obtained for the LUMO energy is -0.415 hartree. As for the charge: +3. The spin multiplicity is 1. For the gap between HOMO and LUMO, the calculation gives 3.69 eV.

=====

Density functional theory data (ωB97M-V/def2-TZVPD) for a structure of composition C4H10FLuNNbO3 in a non-equilibrium geometry.

XYZ file:
```
21
Properties=species:S:1:pos:R:3:forces:R:3:mulliken_charge:R:1
C 1.172 1.876 0.153 0.24 0.03 0.13 -0.19
O 2.130 0.864 0.276 -0.28 -0.77 -0.53 -0.25
C 1.791 -0.356 -0.309 0.06 1.50 -1.48 -0.15
Nb 0.307 -1.673 0.927 0.75 -3.49 4.95 -0.79
C -1.484 -1.134 -0.436 -1.09 2.43 -2.47 0.51
O -2.032 -2.094 -0.808 0.68 -0.74 1.10 -0.16
N -1.943 0.209 -0.838 0.79 -0.88 0.03 -0.12
C -2.745 0.800 0.122 -0.68 -0.21 0.36 0.61
O -3.385 0.258 0.934 -0.40 -0.78 0.61 -0.36
F -2.669 2.092 -0.001 0.17 1.60 -0.32 -0.22
H 0.217 1.602 0.572 -0.42 -0.15 -0.07 0.22
H 1.555 2.736 0.666 0.17 0.54 0.20 0.28
H 1.031 2.227 -0.926 -0.03 -0.16 0.14 -0.01
H 2.714 -0.920 -0.398 0.29 -0.49 0.05 0.70
H 1.415 -0.220 -1.407 -0.27 -1.31 1.88 0.01
H -0.154 -0.163 1.851 -0.37 0.59 -1.23 0.15
H -0.761 -2.818 1.852 0.06 0.06 -0.61 0.28
H 0.698 -3.021 -0.254 0.00 1.03 -1.02 0.19
H 1.785 -2.043 1.935 -0.24 0.34 -0.34 0.25
H -1.197 0.836 -1.107 0.22 -0.15 0.05 0.23
Lu 1.554 0.941 -2.804 0.36 1.02 -1.44 0.83
```
Forces are in eV/Å.

For the HOMO energy, the calculation gives -15.818 eV. The value obtained for the LUMO energy is -0.452 hartree. As for the charge: +2. The spin multiplicity is 1. For the gap between HOMO and LUMO, the calculation gives 3.52 eV.

=====

Density functional theory data (ωB97M-V/def2-TZVPD) for a structure of composition C21H31CdF5OP2 in a non-equilibrium geometry.

XYZ file:
```
61
Properties=species:S:1:pos:R:3:forces:R:3:mulliken_charge:R:1
P -1.759 -3.492 -1.765 0.21 -3.95 -3.70 0.91
P -0.962 -0.404 -2.214 1.41 2.01 -3.91 0.67
C -2.062 -2.693 -3.425 0.00 -0.28 0.22 -1.03
C -1.034 -1.597 -3.675 -0.24 0.24 0.31 -0.86
H -3.058 -2.250 -3.289 0.01 -0.14 -0.47 0.40
H -2.089 -3.460 -4.206 -0.02 0.26 -0.03 0.42
H -0.026 -2.031 -3.793 -0.37 0.29 0.06 0.35
H -1.254 -0.997 -4.568 0.04 -0.18 0.14 0.60
C -2.147 0.950 -2.530 -0.46 -0.15 -0.25 -1.06
H -1.685 1.887 -2.191 -0.15 -0.28 -0.06 0.21
H -3.069 0.782 -1.957 0.14 0.21 -0.29 0.43
H -2.377 1.012 -3.605 0.03 0.11 0.36 0.37
C 0.590 0.418 -2.676 0.46 0.15 0.44 -0.61
H 0.648 0.603 -3.757 -0.29 -0.35 0.13 0.58
H 1.462 -0.168 -2.350 -0.34 0.34 -0.17 0.25
H 0.609 1.409 -2.204 0.25 -0.36 0.14 -0.16
C -2.400 -5.207 -2.099 -0.23 0.23 0.19 -1.22
H -2.231 -5.844 -1.230 -0.03 0.10 0.05 0.38
H -1.891 -5.674 -2.959 -0.16 0.38 0.23 0.39
H -3.483 -5.169 -2.282 0.31 -0.02 0.01 0.37
C 0.053 -3.860 -1.847 -0.10 0.06 0.37 -1.17
H 0.655 -2.948 -1.735 -0.06 -0.28 0.01 0.33
H 0.318 -4.368 -2.786 -0.15 0.19 0.25 0.38
H 0.284 -4.524 -1.001 0.03 0.22 -0.24 0.38
Cd -1.796 -1.598 -0.524 -0.08 0.65 5.48 -0.12
C 1.262 3.780 -1.105 -0.72 0.13 -0.06 -0.63
C 0.260 3.091 -0.525 0.50 1.12 -0.17 -0.76
C 0.395 2.063 0.552 -0.06 -0.04 0.28 0.44
C 1.810 1.497 0.847 -0.62 -0.05 0.83 -0.68
C 2.621 0.967 -0.292 0.08 -0.13 -0.43 -0.44
C 3.393 1.577 -1.197 -0.24 -0.57 0.34 -0.65
C 3.692 3.029 -1.299 -0.15 0.54 0.30 -0.58
C 2.649 3.942 -0.604 1.44 -0.39 -0.10 -0.91
C -1.656 -2.588 1.376 0.01 0.78 0.21 -1.20
H 1.106 4.363 -2.019 -0.57 0.11 0.41 0.36
H -0.767 3.428 -0.741 0.31 -0.63 -0.48 0.68
H -0.298 1.234 0.302 0.22 0.16 0.19 -0.34
H 0.011 2.475 1.504 0.06 -0.34 -0.29 0.46
H 2.325 2.262 1.426 0.17 -0.29 0.02 0.29
H 1.615 0.654 1.537 0.13 0.52 -0.11 0.39
H 2.529 -0.117 -0.359 0.15 0.01 -0.25 0.59
H 3.855 0.969 -1.976 0.03 -0.08 0.24 0.38
H 3.775 3.281 -2.362 0.07 0.15 0.11 0.35
H 4.660 3.254 -0.822 -0.05 -0.14 -0.32 0.34
H 2.734 3.767 0.472 -0.17 0.31 -0.34 0.27
H 3.005 4.969 -0.806 -0.44 -0.26 0.20 0.43
H -0.821 -2.198 1.973 -0.44 0.05 0.00 0.24
H -1.512 -3.647 1.148 -0.25 0.00 0.12 0.46
H -2.612 -2.382 1.869 0.34 -0.41 0.29 0.34
F -0.900 1.871 7.959 -0.12 0.08 0.25 -0.33
C -0.687 1.344 6.738 0.08 -0.26 -0.47 0.47
C 0.195 1.976 5.853 -0.34 -0.28 0.33 0.00
F 0.792 3.139 6.199 -0.14 -0.30 0.11 -0.33
C 0.453 1.421 4.623 -0.73 -0.75 0.27 0.03
F 1.339 2.033 3.811 0.02 0.11 -0.22 -0.30
C -0.216 0.234 4.152 -0.12 0.40 0.71 0.61
O -0.057 -0.191 2.984 0.20 -0.51 -1.00 -0.63
C -1.090 -0.401 5.112 0.73 0.93 -0.20 0.01
F -1.708 -1.544 4.756 -0.07 -0.02 0.01 -0.31
C -1.317 0.147 6.357 0.40 0.43 0.01 0.11
F -2.136 -0.479 7.227 0.09 0.18 -0.05 -0.33
```
Forces are in eV/Å.

For the HOMO energy, the calculation gives -5.575 eV. For the relative energy (zero: lowest compared OMol25 entry of this formula, charge and spin), the calculation gives 222.2 kJ/mol. The value obtained for the LUMO energy is -0.046 hartree. The spin multiplicity is 1. For the gap between HOMO and LUMO, the calculation gives 4.33 eV.

=====

Number 1: electronic energy -34022.5798 eV. Number 2: electronic energy -8865.4270 eV. Number 3: electronic energy -8129.1185 eV. Number 4: electronic energy -76515.6959 eV. Number 5: electronic energy -49796.8919 eV. Number 6: electronic energy -61050.3466 eV.